No. 1
This record from OMol25 describes a cluster of 3 separate species, C5H12O2 in total. The level of theory is wB97M-V/def2-TZVPD.

The geometry in XYZ format:
```
19
Properties=species:S:1:pos:R:3
H 0.028 -2.741 1.151
H -1.657 1.262 0.717
H 0.724 1.960 0.290
O 0.596 -1.634 -1.728
H 1.270 0.900 1.588
H 0.645 0.017 0.201
H 0.970 -3.571 -0.127
C 0.498 1.039 0.827
H -0.552 2.625 -1.301
C -0.885 1.063 1.458
H 1.740 -2.382 0.951
C 0.509 -1.500 -0.542
H -1.279 0.062 -2.271
H -1.112 0.098 1.915
H 0.424 0.846 -2.282
O -1.197 1.971 -1.601
H -0.961 1.828 2.234
C -0.584 0.792 -1.895
C 0.824 -2.634 0.414
```

energy relative to the best compared isomer or geometry (same formula, charge and spin)	5.409	eV
LUMO level (spin up / spin down)	-0.1567 / 0.9422	eV
orbital gap (spin up / spin down)	6.913 / 8.694	eV

=====

No. 2
This record from OMol25 describes the molecule C4H6. The level of theory is wB97M-V/def2-TZVPD.

The geometry in XYZ format:
```
10
Properties=species:S:1:pos:R:3
C 0.652 0.090 0.310
H 0.215 -0.009 -1.768
H 1.219 1.413 -1.383
C -0.510 -0.476 0.551
H -1.619 0.164 1.819
H 1.898 -0.229 -1.344
H 1.402 0.242 1.083
C 1.007 0.374 -1.120
H -2.686 -0.954 0.828
C -1.693 -0.613 1.063
```

energy relative to the best compared isomer or geometry (same formula, charge and spin)	2.074	eV
LUMO level	0.6377	eV
SMILES string	C=C=CC
orbital gap	8.721	eV

=====

No. 3
This record from OMol25 describes a cluster of 2 separate species, C2H6NO3 in total. The level of theory is wB97M-V/def2-TZVPD.

The geometry in XYZ format:
```
12
Properties=species:S:1:pos:R:3
H -0.198 0.688 0.786
H -0.568 -2.915 1.370
C -0.297 0.179 -0.193
H 1.057 -2.551 0.472
N -0.362 -1.144 -0.167
H -0.548 -1.650 -0.959
H 0.215 2.476 -1.170
O 0.423 3.396 -0.732
H -0.011 4.052 -1.314
O 0.708 -1.333 2.033
O -0.714 0.907 -1.240
C 0.296 -2.106 1.114
```

energy relative to the best compared isomer or geometry (same formula, charge and spin)	2.433	eV
LUMO level	4.0738	eV
net charge	-1
orbital gap	7.896	eV

=====

No. 4
This record from OMol25 describes a cluster of 2 separate species, C3H7N2O2 in total. The level of theory is wB97M-V/def2-TZVPD.

The geometry in XYZ format:
```
14
Properties=species:S:1:pos:R:3
C 0.096 -1.540 0.209
O 0.548 1.044 -1.511
H 2.517 1.603 -1.626
C -1.582 -0.115 1.025
H -1.635 1.824 0.594
O 2.127 0.303 -0.159
C 1.752 0.986 -1.132
H -0.042 -1.278 -0.853
H -2.515 0.034 1.572
H 0.405 -2.586 0.290
N -1.072 0.992 0.482
N -1.115 -1.326 0.964
H 0.908 -0.862 0.500
H -0.392 0.921 -0.355
```

energy relative to the best compared isomer or geometry (same formula, charge and spin)	0.769	eV
expectation value of S²	0.7662
spin multiplicity	2
LUMO level (spin up / spin down)	0.4829 / -3.5973	eV
orbital gap (spin up / spin down)	10.027 / 5.426	eV

=====

No. 5
This record from OMol25 describes a structure of composition C5H9NO. The level of theory is wB97M-V/def2-TZVPD.

The geometry in XYZ format:
```
16
Properties=species:S:1:pos:R:3
H -0.315 -1.003 1.759
C -0.615 1.330 -0.696
C -0.366 -1.499 -0.933
H 1.445 -0.424 -0.113
C -0.920 0.063 0.012
H 1.193 -0.332 -1.865
H -1.347 2.030 -0.261
C 1.077 -0.972 -0.986
H -1.393 0.383 1.932
N -0.990 -2.441 -1.267
H 0.829 0.798 2.659
H -0.814 1.276 -1.770
C -0.475 0.030 1.420
H 0.373 1.762 -0.493
O 0.634 0.867 1.717
H 1.685 -1.868 -1.116
```

energy relative to the best compared isomer or geometry (same formula, charge and spin)	5.689	eV
LUMO level (spin up / spin down)	-0.6526 / -0.1733	eV
orbital gap (spin up / spin down)	7.523 / 8.009	eV

=====

No. 6
This record from OMol25 describes a cluster of 10 separate species, H20O10 in total. The level of theory is wB97M-V/def2-TZVPD.

The geometry in XYZ format:
```
30
Properties=species:S:1:pos:R:3
H 1.004 2.306 -4.952
O -4.611 -0.075 0.204
O 0.710 -4.352 1.113
H 3.907 4.480 -1.817
H 0.100 0.304 0.240
H -4.369 -0.543 -0.595
O -2.832 -2.958 -2.879
H -4.161 2.336 5.386
O 3.379 3.717 -1.580
H -1.947 -2.592 -2.879
O -4.394 2.950 4.690
O -0.590 0.122 0.879
H -0.102 3.111 2.545
O -0.178 3.994 2.907
H 1.750 -2.571 -3.000
H -3.970 2.598 3.907
O 0.616 3.013 -4.437
H -0.660 -0.832 0.891
H 1.232 3.152 -3.717
H 0.566 4.074 3.504
H 1.311 -5.015 1.454
H 3.614 -2.776 2.135
H -2.984 -3.215 -3.789
H 4.907 -3.015 1.386
H -3.782 0.256 0.549
H -0.095 -4.833 0.923
H 1.616 -2.380 -1.504
O 4.488 -2.411 1.998
O 1.469 -1.937 -2.340
H 4.008 3.092 -1.220
```

energy relative to the best compared isomer or geometry (same formula, charge and spin)	3.596	eV
LUMO level	-0.2493	eV
SMILES string	O.O.O.O.O.O.O.O.O.O
orbital gap	10.890	eV

=====

Number 1: electronic energy -348.00604 hartree. Number 2: electronic energy -155.88645 hartree. Number 3: electronic energy -360.28182 hartree. Number 4: electronic energy -378.40894 hartree. Number 5: electronic energy -325.72849 hartree. Number 6: electronic energy -764.34977 hartree.